Entry 1:
{
  "formula": "C4H7NO",
  "method": "ωB97M-V/def2-TZVPD",
  "symbols": ["O", "C", "C", "C", "C", "N", "H", "H", "H", "H", "H", "H", "H"],
  "coordinates": [[1.3228, -0.1001, 1.2751], [1.1515, 0.1950, -0.2790], [0.0033, -0.6681, -0.8454], [-0.9793, -0.3483, 0.2978], [-1.8183, 0.7950, -0.0442], [-2.4116, 1.7531, -0.3198], [1.4964, 0.6687, 1.8573], [2.1474, -0.0585, -0.5801], [0.8676, 1.2436, -0.4615], [0.2612, -1.7317, -0.9022], [-0.3331, -0.4024, -1.8791], [-0.1771, -0.1455, 1.2164], [-1.5310, -1.2009, 0.6647]],
  "forces_ev_per_angstrom": [[0.64, 0.47, -1.63], [0.90, 0.03, 1.20], [0.41, 0.11, 0.96], [0.09, -0.17, 1.10], [-0.43, 0.74, 0.17], [0.59, -1.03, 0.23], [-0.03, -0.19, -1.10], [0.36, 0.17, -0.70], [0.48, -0.28, 0.42], [0.01, 0.20, 0.35], [0.40, 0.29, 1.03], [-2.82, -0.21, -1.76], [-0.60, -0.14, -0.29]],
  "e_tot_ha": -286.5298,
  "multiplicity": 1,
  "e_above_lowest_ev": 2.772,
  "smiles": "N#CCCCO"
}

Entry 2:
{
  "formula": "C24H36FN4O10",
  "method": "ωB97M-V/def2-TZVPD",
  "symbols": ["C", "C", "N", "C", "N", "N", "C", "N", "F", "H", "H", "H", "H", "H", "H", "O", "C", "O", "C", "C", "C", "H", "H", "H", "H", "H", "H", "O", "C", "O", "C", "C", "C", "H", "H", "H", "H", "H", "H", "O", "C", "O", "C", "C", "C", "H", "H", "H", "H", "H", "H", "O", "C", "O", "C", "C", "C", "H", "H", "H", "H", "H", "H", "O", "C", "O", "C", "C", "C", "H", "H", "H", "H", "H", "H"],
  "coordinates": [[-5.8102, 0.4828, 0.0123], [-5.3460, 0.6027, -1.4225], [-4.0011, 0.1094, -1.9089], [-3.4649, 0.5346, -3.2640], [-4.0848, 1.3507, -4.1917], [-2.0934, -0.1254, -3.4305], [-1.9516, -0.9098, -2.1447], [-3.1377, -0.7302, -1.2233], [-3.2013, -1.3189, -0.0053], [-6.5260, -0.3895, 0.3668], [-5.3979, 1.2486, 0.8206], [-6.1115, 1.0953, -2.1804], [-4.8851, 0.9135, -4.7301], [-3.7454, 2.3177, -4.4084], [-1.0815, -1.5822, -1.7221], [0.2747, -2.8536, -1.3499], [1.0154, -2.4029, -0.4918], [2.0526, -3.0913, 0.0690], [2.6310, -2.3025, 1.1077], [2.2443, -0.8817, 0.7904], [0.8979, -1.0451, 0.1318], [2.2266, -2.6388, 2.0682], [3.7164, -2.4384, 1.1130], [2.2250, -0.2339, 1.6709], [2.9551, -0.4553, 0.0721], [0.0855, -1.0570, 0.8637], [0.7259, -0.2769, -0.6257], [4.3812, 0.5204, -2.5403], [4.4162, -0.6121, -2.9924], [5.5626, -1.3262, -3.1920], [5.2404, -2.5601, -3.8320], [3.7861, -2.8009, -3.5222], [3.2277, -1.4021, -3.4503], [5.4247, -2.4549, -4.9063], [5.8786, -3.3569, -3.4392], [3.2875, -3.4335, -4.2614], [3.6906, -3.2851, -2.5428], [2.9136, -1.0383, -4.4325], [2.4081, -1.3338, -2.7313], [-4.5120, 3.7537, -1.5653], [-3.3474, 3.9117, -1.2381], [-2.7532, 5.1295, -1.0709], [-1.3659, 4.9399, -0.7967], [-1.2534, 3.5337, -0.2684], [-2.3531, 2.8142, -1.0075], [-0.8037, 5.0811, -1.7258], [-1.0305, 5.6792, -0.0636], [-0.2639, 3.0946, -0.4205], [-1.4664, 3.5235, 0.8075], [-2.0118, 2.4323, -1.9737], [-2.7841, 2.0121, -0.4039], [2.9149, 1.5582, 2.2396], [4.1023, 1.3342, 2.4068], [4.6017, 0.5132, 3.3768], [6.0271, 0.5707, 3.3507], [6.3807, 1.0465, 1.9660], [5.2213, 1.9462, 1.6198], [6.3630, 1.2656, 4.1275], [6.4400, -0.4206, 3.5593], [7.3519, 1.5461, 1.9174], [6.4034, 0.1947, 1.2755], [5.3835, 2.9706, 1.9664], [5.0058, 1.9287, 0.5490], [-5.3373, 0.4837, 2.9626], [-4.9519, -0.5284, 3.5241], [-5.3632, -0.9248, 4.7643], [-4.6308, -2.0865, 5.1514], [-4.1408, -2.6952, 3.8636], [-3.9342, -1.4874, 2.9850], [-3.8081, -1.7789, 5.8053], [-5.2853, -2.7685, 5.7020], [-3.2413, -3.3035, 3.9899], [-4.9228, -3.3327, 3.4334], [-2.9364, -1.0581, 3.1113], [-4.1270, -1.7177, 1.9347]],
  "forces_ev_per_angstrom": [[1.83, 0.50, -1.37], [-1.69, -1.25, 2.07], [-2.02, 3.76, -1.11], [4.07, -3.18, 2.56], [-0.55, -1.22, 0.69], [-4.57, -1.16, 6.17], [-2.52, 2.31, -0.65], [4.48, 0.87, -5.94], [-0.91, 0.95, -1.27], [0.19, 2.96, -1.20], [0.20, -2.83, -1.42], [1.90, -2.32, 0.87], [1.47, 1.12, 0.87], [-0.53, -1.59, 0.44], [-1.38, 1.01, -1.23], [0.83, 0.14, 0.70], [-0.31, -0.84, -0.22], [-1.24, 0.09, -1.23], [0.58, 0.18, 0.70], [0.31, 0.62, 0.42], [0.30, 0.36, -0.07], [0.03, -0.03, -0.11], [-0.25, -0.22, -0.08], [-0.02, -0.31, -0.31], [-0.09, 0.00, 0.10], [-0.08, 0.01, -0.09], [-0.26, -0.15, 0.08], [0.49, -1.72, -0.40], [0.20, 1.88, 0.43], [-0.52, 0.84, 0.44], [0.36, -0.68, -0.37], [-0.54, -0.79, 0.00], [-0.27, -0.40, 0.13], [0.01, 0.01, 0.10], [0.06, 0.32, -0.06], [0.14, 0.05, 0.12], [0.00, 0.02, -0.17], [-0.06, 0.11, 0.15], [0.04, 0.31, -0.27], [1.58, 0.49, 0.42], [-1.69, 0.30, -0.67], [-0.96, -0.83, -0.18], [0.75, 0.47, 0.11], [0.69, -0.46, 0.53], [0.29, -0.21, 0.44], [-0.07, 0.01, 0.07], [-0.23, 0.00, -0.25], [-0.09, 0.15, 0.05], [0.07, 0.01, -0.18], [-0.06, -0.05, 0.03], [-0.11, 0.04, -0.31], [1.54, -0.49, 0.73], [-1.45, 0.74, 0.08], [-1.01, 0.29, -0.60], [0.80, -0.25, 0.41], [0.77, -0.07, -0.47], [0.27, -0.15, -0.40], [-0.07, -0.07, -0.05], [-0.28, 0.15, 0.12], [-0.13, -0.14, 0.06], [0.05, 0.13, 0.10], [-0.16, -0.02, -0.10], [-0.19, 0.29, 0.21], [0.24, -1.43, 1.23], [-0.59, 1.72, -0.31], [-0.03, 0.66, -1.05], [0.11, -0.52, 0.70], [0.30, -0.89, -0.22], [0.04, -0.51, -0.22], [-0.09, 0.00, -0.05], [0.02, 0.34, -0.02], [-0.17, 0.06, 0.06], [0.14, 0.07, 0.10], [-0.08, 0.09, -0.11], [0.09, 0.33, 0.25]],
  "e_tot_ha": -2006.8208,
  "total_charge": 1,
  "multiplicity": 1
}

Entry 3:
{
  "formula": "C11H18BrILiNO5P",
  "method": "ωB97M-V/def2-TZVPD",
  "symbols": ["Li", "Br", "C", "C", "C", "C", "C", "C", "I", "H", "H", "H", "H", "N", "C", "C", "O", "O", "H", "H", "H", "H", "H", "C", "O", "P", "O", "C", "O", "C", "H", "H", "H", "H", "H", "H", "H", "H", "H"],
  "coordinates": [[12.6997, 10.0135, 3.8419], [9.5477, 5.0054, 4.1603], [8.9584, 6.6786, 4.7144], [8.1346, 6.7121, 5.8107], [7.5955, 7.9079, 6.2794], [7.9788, 9.0540, 5.6528], [8.9455, 9.0511, 4.6862], [9.4105, 7.8698, 4.1337], [10.8158, 8.0416, 2.6158], [7.8186, 5.7653, 6.2425], [6.8229, 7.9191, 7.0164], [7.5137, 10.0096, 5.9584], [9.3420, 9.9769, 4.2775], [9.1445, 14.0229, 3.8648], [9.3490, 12.6169, 4.1656], [10.8267, 12.2653, 4.0533], [11.3349, 11.1654, 4.2195], [11.5576, 13.3718, 3.8903], [8.5503, 14.1375, 3.0284], [10.9081, 14.0777, 3.6888], [8.7257, 14.5395, 4.6369], [8.6665, 11.9694, 3.5578], [9.1882, 12.4403, 5.2368], [16.8994, 9.3735, 3.4636], [16.6317, 10.0300, 4.6716], [15.1205, 10.4540, 5.1575], [14.1256, 9.1528, 4.7347], [14.6004, 7.8104, 4.9444], [14.4739, 11.2727, 3.8821], [14.7318, 12.6925, 3.8173], [16.9251, 8.2762, 3.6094], [17.9192, 9.7212, 3.2380], [16.2035, 9.6860, 2.6593], [13.9084, 7.3459, 5.5796], [15.5801, 7.7954, 5.4627], [14.6081, 7.3389, 3.9936], [15.8259, 12.7406, 3.8436], [14.2513, 13.2280, 4.6342], [14.4214, 13.0170, 2.8497]],
  "forces_ev_per_angstrom": [[0.12, 0.07, -0.12], [0.28, -0.52, -0.42], [0.88, 0.39, -0.32], [-1.09, -0.25, 0.61], [0.06, -1.06, -0.68], [-0.60, 1.89, 0.87], [0.50, 0.45, -1.32], [-0.22, -0.06, 0.96], [0.10, -0.38, -0.22], [0.12, 0.19, -0.01], [-0.17, -0.09, 0.50], [0.46, -0.54, -0.16], [-0.30, -0.24, 0.16], [-0.76, 0.37, -0.72], [-0.65, -0.63, 0.10], [0.92, 1.12, -0.12], [-0.69, 0.86, -0.19], [0.47, -1.74, -0.12], [0.50, 0.06, 0.78], [-0.45, 0.47, 0.13], [0.12, -0.20, -0.33], [0.85, 0.26, 0.66], [-0.42, -0.20, -0.18], [1.02, -0.16, -1.09], [-2.08, 0.45, 1.31], [0.64, -0.26, -0.01], [0.90, 0.51, 0.03], [0.76, 0.90, 0.62], [-0.64, -0.38, 0.03], [1.25, -0.79, 0.33], [-0.16, 0.58, -0.21], [-0.38, -0.40, -0.46], [0.36, -0.33, 0.38], [-0.99, -0.85, 0.84], [-0.43, 0.06, -0.54], [0.32, -0.59, -0.72], [-0.17, 0.75, 0.19], [0.05, 0.00, -0.13], [-0.46, 0.32, -0.46]],
  "e_tot_ha": -4081.4071,
  "total_charge": 1,
  "multiplicity": 1,
  "e_above_lowest_ev": 0.000
}